7
Properties=species:S:1:pos:R:3:forces:R:3:lowdin_charge:R:1 method="wB97M-V/def2-TZVPD" lumo_ev="-2.63 / -2.63" relative_energy_kj_mol=141.6 e_homo_ev="-10.02 / -10.02" total_charge=0 multiplicity=1 largest_force_ha_per_bohr=0.12643
O 0.141037 -0.275628 -2.335762 0.088 0.351 0.663 0.21
N -1.075172 -1.396212 1.895945 1.526 0.842 -1.060 0.15
N 0.930330 2.185775 0.214149 0.903 2.152 -0.376 0.17
N 0.159702 -0.105912 0.271215 1.666 -0.032 -4.378 -0.01
N -0.373964 -0.738875 -1.472490 -0.073 -0.314 0.365 0.22
C 0.606139 1.095462 0.247341 -0.195 0.054 0.587 -0.36
C -0.388072 -0.764610 1.179602 -3.914 -3.054 4.198 -0.38

=====

100
Properties=species:S:1:pos:R:3:forces:R:3:lowdin_charge:R:1 method="wB97M-V/def2-TZVPD" lumo_ev=0.30 e_homo_ev=-7.65 total_charge=0 multiplicity=1 largest_force_ha_per_bohr=0.14349
Cl 4.760226 5.374653 6.779936 0.058 0.041 0.020 0.51
Cl -6.141708 -4.896321 -5.350525 -0.040 0.022 -0.096 0.50
Cl 11.893727 0.600573 1.956979 0.036 -0.065 -0.066 0.50
Cl -2.709125 -5.158784 -1.350771 -0.261 -0.334 0.166 0.54
Cl 0.819416 1.793526 5.585991 -0.005 -0.149 0.068 0.52
Cl -4.060574 6.864790 -1.855175 0.116 -0.050 -0.024 0.51
Cl 7.304958 -1.806425 1.421900 0.070 0.020 -0.146 0.52
Cl 9.365175 0.549277 3.410642 -0.091 -0.084 -0.026 0.49
Cl 2.016846 2.845681 -4.771098 0.073 -0.010 0.009 0.50
Cl 0.973930 4.034591 3.724499 0.084 -0.038 0.072 0.50
Cl 3.087193 -3.557552 4.219087 -0.037 -0.580 0.231 0.56
Cl -8.669086 -2.761035 1.033886 0.005 0.076 0.011 0.52
Cl -8.924863 -6.978996 3.404771 0.002 0.101 0.026 0.50
Cl -2.213123 -1.873242 -1.622528 -0.161 -0.016 -0.105 0.46
Cl -5.924889 7.610474 -3.971405 0.022 0.016 -0.098 0.50
Cl -0.305513 0.328043 -0.356955 0.499 -0.027 -0.012 0.45
Cl 4.083368 3.387107 -9.331075 0.060 0.041 -0.098 0.52
Cl -2.691244 -5.657827 -4.225585 -0.019 -0.060 -0.051 0.52
Cl -3.257201 0.905598 0.527643 -0.358 0.110 0.207 0.50
Cl -7.030647 3.176486 -1.090437 0.080 -0.013 0.066 0.51
Cl -4.348701 -0.769764 2.651923 0.020 -0.046 0.145 0.54
Cl -6.203480 -4.032147 0.133631 0.173 -0.112 0.855 0.47
Cl -7.488520 0.399340 -1.856481 0.008 -0.149 0.000 0.52
Cl -6.458587 -8.247704 2.503112 0.105 0.042 -0.020 0.49
Cl -6.209689 -3.762630 -2.662082 -0.074 0.250 -0.697 0.49
Cl 2.669012 0.856835 -8.999870 0.015 -0.187 -0.191 0.55
Cl 5.888625 -4.342005 1.724971 0.010 -0.008 -0.140 0.50
Cl 3.193238 0.816543 2.681437 0.163 0.073 0.166 0.56
Cl 0.804623 -0.857717 2.522770 0.144 -0.973 0.548 0.59
Cl 0.149565 3.105317 0.409249 -0.028 -0.275 0.553 0.51
Cl 5.471491 -1.884935 4.379484 0.014 0.051 0.166 0.52
Cl 5.828956 -6.257778 6.545146 0.025 -0.111 0.143 0.54
Cl 5.540584 -6.972961 3.729455 -0.012 -0.130 0.066 0.50
Cl 2.035786 6.296631 6.297383 0.020 0.514 0.083 0.56
Cl 0.313895 -1.821021 -3.082608 0.042 -0.060 -0.126 0.50
Cl 0.143504 3.600879 -6.874931 -0.011 0.056 -0.079 0.50
P -0.068756 4.679956 -2.183948 0.671 -0.865 0.419 0.68
N -1.654053 3.985569 -2.674373 0.247 2.352 1.242 -0.20
N 0.389761 5.845463 -3.447285 -0.899 -0.182 -0.154 -0.24
C 1.683033 3.276609 5.155414 0.233 0.127 0.010 -1.06
C -6.337673 -3.422907 -4.392547 -0.012 0.289 -0.128 -0.99
C -7.222594 -6.731982 2.997525 0.102 0.306 -0.024 -1.04
C 5.548730 -7.570015 5.394047 -0.079 -0.332 0.000 -1.00
C 3.566315 1.891017 -10.118310 0.047 -0.064 -0.290 -1.00
C 3.670571 6.766696 6.777874 0.096 0.270 0.106 -1.00
C 10.358077 -0.245631 2.182980 -0.056 -0.211 -0.149 -1.07
C 4.646120 -3.311509 5.017016 0.228 -0.123 0.211 -1.01
C -6.553247 1.494898 -0.830122 0.234 0.055 0.182 -1.05
C -3.405235 -6.106173 -2.671151 -0.218 -0.316 0.096 -0.99
C 0.628466 1.423330 0.669972 0.080 0.355 -0.002 -1.06
C 2.364534 -0.608980 3.321304 0.217 -0.116 0.207 -1.03
C -0.540873 5.737157 -0.641678 -2.920 5.180 4.368 -0.38
C 1.831605 3.251514 -6.481638 0.300 -0.056 -0.123 -1.06
C -1.219684 -2.669812 -2.850503 0.037 -0.158 -0.196 -1.06
C -6.966596 -2.515984 0.626499 0.061 0.302 0.042 -1.02
C -4.238111 7.269143 -3.566902 0.207 0.022 -0.206 -1.03
C -0.965741 6.534462 0.331129 1.149 -3.403 -5.640 -0.02
C 6.789642 -3.295702 0.619882 0.050 -0.052 -0.289 -0.99
C -2.954699 0.171248 2.105766 0.315 0.132 0.044 -1.00
H 6.150723 -3.039078 -0.224988 0.037 0.005 0.252 0.03
H 2.924511 2.139090 -10.963474 0.039 0.009 0.256 0.03
H 1.360484 6.176786 -3.337314 -0.759 -0.472 0.272 0.02
H -6.897548 -1.801759 -0.194616 -0.064 -0.235 0.027 -0.02
H -7.318817 -2.995051 -4.597969 0.139 -0.181 0.075 0.03
H 7.670883 -3.830867 0.266719 -0.138 0.090 0.188 0.03
H -6.702131 -6.341339 3.871731 -0.130 -0.190 -0.107 0.03
H 6.342347 -8.309278 5.500840 -0.067 0.246 -0.045 0.03
H 2.197398 -0.471040 4.389474 -0.032 0.089 -0.238 0.00
H 2.724805 3.032178 4.947147 -0.231 -0.051 -0.058 0.01
H -1.885478 3.202955 -2.031792 0.647 0.534 -0.520 0.01
H -3.893133 6.427317 -4.167183 -0.140 0.087 0.172 0.03
H -7.154499 -6.016486 2.177240 -0.081 -0.217 0.092 -0.02
H -4.479344 -5.924902 -2.708983 0.231 0.129 -0.041 -0.02
H 4.584682 -8.030158 5.609871 0.132 0.211 -0.054 0.03
H 2.168868 2.408578 -7.084763 -0.189 0.224 0.235 -0.07
H -6.445880 -2.125335 1.499985 -0.118 -0.208 -0.148 -0.03
H -6.724998 1.235134 0.214480 -0.055 0.061 -0.207 0.03
H 4.446722 1.352995 -10.469080 -0.132 0.098 0.200 0.03
H -2.754033 0.960058 2.830811 -0.157 -0.102 -0.155 0.04
H -2.090034 -0.488301 2.029070 -0.214 0.044 -0.121 -0.01
H 10.560563 -1.268658 2.499343 -0.003 0.242 0.036 0.03
H -1.608858 7.336394 0.866351 1.738 -1.991 -0.917 0.05
H 4.046340 7.509773 6.074814 -0.100 -0.238 0.033 0.03
H 1.628120 3.972121 5.989538 -0.117 -0.351 -0.199 -0.07
H 0.333738 5.405498 -4.387335 -0.158 0.232 0.998 -0.02
H -1.014334 -3.690498 -2.532364 0.014 0.316 -0.013 -0.04
H -5.559644 -2.712549 -4.672411 -0.064 -0.213 0.071 0.03
H 3.636680 7.191651 7.780883 -0.036 -0.197 -0.156 0.03
H -2.327897 4.740708 -2.396066 0.268 -0.955 -0.626 -0.02
H 2.989821 -1.486655 3.155663 -0.261 0.521 -0.202 -0.08
H 9.815008 -0.252470 1.238237 0.110 0.118 0.199 0.00
H -3.215693 -7.163539 -2.486842 0.109 0.230 -0.060 0.03
H 1.686365 1.315067 0.433592 -0.260 0.041 -0.051 0.00
H 0.455660 1.163681 1.715062 -0.055 0.478 -0.561 -0.08
H 2.436533 4.130195 -6.704911 -0.186 -0.115 0.100 0.01
H -3.635703 8.150308 -3.786775 -0.173 -0.123 0.137 0.03
H -1.764656 -2.680478 -3.794215 0.092 0.104 0.201 0.02
H -5.495751 1.386056 -1.067691 -0.272 0.032 -0.061 -0.02
H 5.271661 -4.187340 4.848890 -0.154 0.210 -0.131 -0.05
H 4.479759 -3.176634 6.085711 -0.053 0.042 -0.230 0.03

=====

14
Properties=species:S:1:pos:R:3:forces:R:3:lowdin_charge:R:1 method="wB97M-V/def2-TZVPD" lumo_ev="-5.45 / -5.45" relative_energy_kj_mol=315.0 e_homo_ev="-13.22 / -13.22" total_charge=+1 multiplicity=1 largest_force_ha_per_bohr=0.07560
N -0.353820 -1.251553 0.782110 -0.562 1.587 0.901 0.22
N -0.222506 1.082794 -0.018142 0.308 -0.570 -0.943 -0.08
N 1.058248 -0.187387 -1.469577 -0.059 -1.627 -1.159 0.11
N -0.541998 2.216532 0.482711 -2.029 2.916 1.579 0.08
C 0.752271 0.954091 -0.842533 1.975 2.197 -0.106 -0.18
C 0.360205 -1.943536 0.022251 0.819 0.238 -1.230 -0.05
C 0.825015 -1.434950 -1.264350 0.689 -1.240 -1.574 -0.08
H 0.741591 -2.787675 0.507718 0.703 -1.853 -0.256 0.13
H -0.486441 -0.194387 0.539262 -0.773 -0.398 -0.044 0.06
H -0.359324 -1.537957 1.727647 -0.566 -0.420 1.249 0.14
H 1.423717 1.876666 -1.075696 -1.276 -1.687 0.159 0.17
H -0.192154 3.144640 0.151984 -0.135 -1.392 0.179 0.16
H 1.101519 -2.252446 -2.086778 -0.379 2.068 1.832 0.17
H -1.481479 2.227588 0.932267 1.287 0.182 -0.586 0.15